Version w
DFT (ωB97M-V/def2-TZVPD) results for one molecule with the formula C4H5NO3.

Calculated values
molecular weight = 115.088 g mol⁻¹
LUMO energy = 0.1934 eV

ORCA input file:
```
! RIJCOSX wB97M-V def2-TZVPD def2/J DEFGRID3
* xyz 0 1
N 1.464 0.487 -0.299
C 0.330 1.017 0.391
C 0.140 0.036 1.663
C -1.184 0.226 -0.025
C -1.334 -0.662 -0.995
O 1.518 -0.936 -0.302
O 0.189 2.231 0.539
O -0.092 -0.792 2.418
H 2.260 -1.165 0.280
H 1.532 0.857 -1.242
H -2.000 0.804 0.394
H -2.318 -0.907 -1.382
H -0.505 -1.195 -1.439
*
```

Here are the natural (NBO) charges for atoms 1 to 5, given in e: number 1, N, carries -0.3743; number 2, C, carries 0.4389; number 3, C, carries 0.7448; number 4, C, carries -0.2981; number 5, C, carries -0.3614

=====

Version x
DFT (ωB97M-V/def2-TZVPD) results for a 2-piece molecular cluster, C4H5NO3 overall.

Calculated values
molecular weight = 115.088 g mol⁻¹
LUMO energy = -0.0783 eV
structure (SMILES) = [H]/N=C\C(C)=O.O=C=O

ORCA input file:
```
! RIJCOSX wB97M-V def2-TZVPD def2/J DEFGRID3
* xyz 0 1
H 1.125 -1.787 1.611
N 1.686 -0.943 1.752
C 1.242 0.074 1.183
C -0.180 0.113 0.525
C -0.650 1.455 0.054
O -0.807 -0.917 0.455
H 1.760 1.022 1.271
H 0.068 1.860 -0.658
H -0.687 2.140 0.900
H -1.616 1.374 -0.438
O -0.172 -0.457 -2.495
C -0.660 -1.445 -2.153
O -1.111 -2.492 -2.006
*
```

Here are the natural (NBO) charges for atoms 1 to 5, given in e: number 1, H, carries 0.3555; number 2, N, carries -0.5294; number 3, C, carries 0.0098; number 4, C, carries 0.5419; number 5, C, carries -0.7263

=====

Version y
DFT (ωB97M-V/def2-TZVPD) results for C4H5NO3 as an isolated structure.

Calculated values
molecular weight = 115.088 g mol⁻¹
LUMO energy = 0.3166 eV

ORCA input file:
```
! RIJCOSX wB97M-V def2-TZVPD def2/J DEFGRID3
* xyz 0 1
C 1.557 -0.270 -0.410
C 0.238 0.218 -0.099
C -0.417 1.386 0.015
C -1.819 -0.104 0.094
H 2.354 0.278 1.344
H 2.384 0.423 -0.882
H 1.581 -1.163 -1.078
H 0.086 2.335 0.139
H -2.595 -1.892 -0.283
N -1.698 1.176 0.314
O 1.968 -0.724 0.813
O -2.886 -0.959 0.367
O -0.754 -0.704 -0.335
*
```

Here are the natural (NBO) charges for atoms 1 to 5, given in e: number 1, C, carries -0.1242; number 2, C, carries 0.1699; number 3, C, carries -0.0727; number 4, C, carries 0.7489; number 5, H, carries 0.4525

=====

Version z
DFT (ωB97M-V/def2-TZVPD) results for C4H5NO3 as an isolated structure.

Calculated values
molecular weight = 115.088 g mol⁻¹
LUMO energy = -0.1478 eV

ORCA input file:
```
! RIJCOSX wB97M-V def2-TZVPD def2/J DEFGRID3
* xyz 0 1
C 2.585 0.035 -0.343
C -0.660 -0.092 0.580
C -1.209 -1.048 -0.415
C -1.371 1.285 0.032
H 3.038 0.365 -1.352
H 3.076 -0.410 0.562
H -1.241 -0.173 1.603
H -0.577 -1.419 -1.405
H -0.613 2.276 0.574
N 1.294 -0.144 -0.313
O 0.647 -0.220 0.815
O -2.388 -1.520 0.039
O -2.582 1.066 -0.379
*
```

Here are the natural (NBO) charges for atoms 1 to 5, given in e: number 1, C, carries -0.1607; number 2, C, carries -0.0994; number 3, C, carries 0.3450; number 4, C, carries 0.3895; number 5, H, carries 0.2247

=====

Tell me which of them is the least stable. Sure, it is version z.

=====

Version w
DFT (ωB97M-V/def2-TZVPD) results for C13H13N as an isolated structure.

Calculated values
molecular weight = 183.254 g mol⁻¹
LUMO energy = 0.6974 eV

ORCA input file:
```
! RIJCOSX wB97M-V def2-TZVPD def2/J DEFGRID3
* xyz 0 1
C -0.903 2.645 -2.728
C 0.066 2.988 -1.861
C -1.433 1.377 -2.701
C 0.385 2.095 -0.808
C -1.169 0.480 -1.677
C -0.164 0.827 -0.820
C 0.386 -0.163 0.097
C 0.829 -1.412 0.143
C 0.311 0.354 1.990
C 0.361 -1.014 2.430
C -0.429 -1.286 3.435
C 0.970 -2.009 1.454
C 0.809 -2.301 -1.107
N 0.032 1.503 2.344
H -1.227 3.231 -3.630
H 0.477 4.009 -1.981
H -2.196 1.027 -3.434
H 1.338 2.153 -0.124
H -1.652 -0.475 -1.575
H -0.678 -2.240 3.968
H -0.844 -0.510 4.087
H 0.358 -3.027 1.461
H 1.968 -2.319 1.763
H 1.424 -3.254 -0.924
H 1.145 -1.984 -2.037
H -0.277 -2.507 -1.019
H 0.114 1.811 3.254
*
```

Here are the natural (NBO) charges for atoms 1 to 5, given in e: number 1, C, carries -0.2351; number 2, C, carries -0.2087; number 3, C, carries -0.1949; number 4, C, carries -0.1744; number 5, C, carries -0.2012

=====

Version x
DFT (ωB97M-V/def2-TZVPD) results for one molecule with the formula C13H13N.

Calculated values
molecular weight = 183.254 g mol⁻¹
LUMO energy = 0.0541 eV
structure (SMILES) = CC/C=C/c1ccc2ccccc2n1

ORCA input file:
```
! RIJCOSX wB97M-V def2-TZVPD def2/J DEFGRID3
* xyz 0 1
C -5.161 -0.036 0.867
C -4.266 -0.389 -0.399
C -2.729 -0.026 -0.182
C -1.603 -0.747 -0.317
C -0.123 -0.212 -0.304
C 0.081 1.180 -0.568
C 1.372 1.665 -0.321
C 2.533 0.689 -0.023
C 3.915 1.117 0.321
C 4.895 0.213 0.278
C 4.553 -1.194 0.238
C 3.277 -1.623 0.002
C 2.201 -0.622 -0.213
N 0.919 -1.036 -0.188
H -4.815 1.089 1.027
H -6.138 -0.243 0.817
H -4.731 -0.412 1.748
H -4.609 -1.552 -0.810
H -4.583 0.274 -1.320
H -2.917 1.088 0.369
H -1.611 -1.777 -0.572
H -0.808 1.720 -0.332
H 1.651 2.636 -0.555
H 4.038 2.159 0.357
H 5.900 0.640 0.314
H 5.535 -1.821 -0.022
H 3.226 -2.780 -0.210
*
```

Here are the natural (NBO) charges for atoms 1 to 5, given in e: number 1, C, carries -0.5881; number 2, C, carries -0.4294; number 3, C, carries -0.1558; number 4, C, carries -0.2473; number 5, C, carries 0.2277

=====

Tell me which of them is the least stable. Sure, it is version x.

=====

Version w
DFT (ωB97M-V/def2-TZVPD) results for a 4-piece molecular cluster, C2H12N2O4 overall.

Calculated values
molecular weight = 128.128 g mol⁻¹
LUMO energy = 0.5736 eV
structure (SMILES) = CNC(N)=O.O.O.O

ORCA input file:
```
! RIJCOSX wB97M-V def2-TZVPD def2/J DEFGRID3
* xyz 0 1
C -1.897 3.653 0.300
N -0.725 2.989 -0.221
C -0.546 1.661 0.004
N 0.426 1.040 -0.762
O -1.255 1.068 0.813
H -2.020 4.597 -0.224
H -1.849 3.765 1.382
H -2.788 3.083 0.047
H -0.158 3.424 -0.926
H 1.265 1.602 -0.833
H 0.605 0.086 -0.450
O -0.925 -1.498 1.779
H -1.481 -0.750 1.503
H -0.218 -1.012 2.224
O 3.442 -5.404 -1.510
H 3.447 -5.247 -0.560
H 2.664 -4.900 -1.802
O 0.586 -1.871 -0.514
H -0.084 -1.981 -1.201
H 0.094 -2.145 0.289
*
```

Here are the natural (NBO) charges for atoms 1 to 5, given in e: number 1, C, carries -0.4067; number 2, N, carries -0.6278; number 3, C, carries 0.7861; number 4, N, carries -0.8584; number 5, O, carries -0.7139

=====

Version x
DFT (ωB97M-V/def2-TZVPD) results for a 4-piece molecular cluster, C2H12N2O4 overall.

Calculated values
molecular weight = 128.128 g mol⁻¹
LUMO energy = 0.3902 eV
structure (SMILES) = NCC(N)=O.O.O.O

ORCA input file:
```
! RIJCOSX wB97M-V def2-TZVPD def2/J DEFGRID3
* xyz 0 1
N 0.315 -0.669 1.585
C -0.431 0.577 1.094
C -0.167 0.653 -0.410
N 1.104 1.043 -0.720
O -1.033 0.300 -1.191
H 0.033 -0.667 2.510
H -0.143 -1.559 1.380
H -1.557 0.463 1.056
H -0.162 1.476 1.679
H 1.950 0.737 -0.153
H 1.399 1.378 -1.580
O -2.950 2.490 -0.812
H -2.812 1.600 -1.095
H -2.117 2.835 -0.803
O -0.212 -3.206 -0.152
H 0.149 -2.773 -0.972
H -0.071 -4.076 -0.285
O 3.099 -0.520 0.524
H 3.148 -1.261 -0.123
H 2.604 -0.660 1.282
*
```

Here are the natural (NBO) charges for atoms 1 to 5, given in e: number 1, N, carries -0.8595; number 2, C, carries -0.3308; number 3, C, carries 0.6753; number 4, N, carries -0.8708; number 5, O, carries -0.6354

=====

Tell me which of them is the least stable. Sure, it is version x.

=====

Version w
DFT (ωB97M-V/def2-TZVPD) results for an isolated ion of composition C2H3N2O2 and charge -1.

Calculated values
⟨S²⟩ = 2.0177
molecular weight = 87.058 g mol⁻¹
LUMO energy (spin up / spin down) = 4.4202 / 3.6421 eV

ORCA input file:
```
! RIJCOSX wB97M-V def2-TZVPD def2/J DEFGRID3
* xyz -1 3
C -0.385 1.114 0.168
C 0.762 0.088 0.334
N -1.437 0.839 -0.403
N -0.544 -1.256 -1.106
O -1.309 -2.213 -0.996
O 0.345 -1.222 0.101
H -0.093 2.222 0.709
H 1.602 0.574 -0.206
H 1.058 -0.147 1.400
*
```

Here are the natural (NBO) charges for atoms 1 to 5, given in e: number 1, C, carries -0.0481; number 2, C, carries -0.1323; number 3, N, carries -0.2572; number 4, N, carries 0.0489; number 5, O, carries -0.5392

=====

Version x
DFT (ωB97M-V/def2-TZVPD) results for a 2-piece molecular cluster, C2H3N2O2 overall.

Calculated values
⟨S²⟩ = 2.0106
molecular weight = 87.058 g mol⁻¹
LUMO energy (spin up / spin down) = 4.1809 / 3.1420 eV

ORCA input file:
```
! RIJCOSX wB97M-V def2-TZVPD def2/J DEFGRID3
* xyz -1 3
C -0.107 0.435 -1.293
C 0.811 -0.321 1.009
N 1.897 -0.146 0.134
N 0.675 0.327 -0.254
O -2.201 0.136 -0.394
O -0.200 1.086 -2.311
H 0.285 -1.286 1.119
H 0.722 0.400 1.937
H -1.881 -0.632 0.053
*
```

Here are the natural (NBO) charges for atoms 1 to 5, given in e: number 1, C, carries 0.6262; number 2, C, carries -0.0942; number 3, N, carries -0.1988; number 4, N, carries -0.3333; number 5, O, carries -1.1216

=====

Tell me which of them is the least stable. Sure, it is version x.